(1)
This record from OMol25 describes C6H6O3 in the gas phase in a non-equilibrium geometry. The level of theory is ωB97M-V/def2-TZVPD.

SMILES = C#COC(=C)/C(O)=C/O
M = 126.11 g mol⁻¹
highest occupied orbital energy = -8.5 eV
energy above the lowest of the compared OMol25 structures with the same formula, charge and spin = 4.573 eV
E_tot = -457.769074 a.u.

```
! wB97M-V def2-TZVPD RIJCOSX def2/J DEFGRID3
* xyz 0 1
C -3.10 1.27 -0.45
C -2.10 0.91 0.13
O -1.04 0.51 0.72
C -0.31 -0.56 0.24
C -0.68 -1.85 0.16
C 1.10 -0.11 0.11
O 1.99 -1.14 0.02
C 1.35 1.20 0.05
O 2.61 1.64 -0.16
H -3.56 1.88 -1.16
H -1.66 -2.04 0.31
H -0.02 -2.58 -0.12
H 1.70 -1.96 0.53
H 0.49 1.79 0.18
H 3.24 1.03 -0.56
*
```

---

(2)
This record from OMol25 describes C6H6O3 in the gas phase in a non-equilibrium geometry. The level of theory is ωB97M-V/def2-TZVPD.

M = 126.11 g mol⁻¹
highest occupied orbital energy (alpha / beta) = -3.5 / -7.4 eV
expectation value of S² = 2.01
energy above the lowest of the compared OMol25 structures with the same formula, charge and spin = 1.815 eV
E_tot = -457.670636 a.u.

```
! wB97M-V def2-TZVPD RIJCOSX def2/J DEFGRID3
* xyz 0 3
C -1.85 0.51 0.66
C -0.68 0.08 -0.17
C 1.62 -0.35 0.25
C 0.71 0.62 0.14
C -3.10 0.28 0.26
C -0.35 -1.41 0.02
O -4.13 0.12 -0.25
O 1.03 -1.62 0.19
O 0.89 1.96 0.00
H -1.82 1.19 1.53
H -0.69 0.50 -1.26
H 2.67 -0.30 0.36
H -0.84 -1.92 0.86
H -0.67 -1.91 -1.01
H 1.61 2.24 0.44
*
```

---

(3)
This record from OMol25 describes a molecular structure, C6H6O5STl in a non-equilibrium geometry. The level of theory is ωB97M-V/def2-TZVPD.

M = 394.56 g mol⁻¹
highest occupied orbital energy = -22.4 eV
energy above the lowest of the compared OMol25 structures with the same formula, charge and spin = 4.036 eV
E_tot = -1177.497884 a.u.

```
! wB97M-V def2-TZVPD RIJCOSX def2/J DEFGRID3
* xyz 3 1
Tl -0.26 -0.01 -0.02
O -3.38 -1.59 -1.97
C -2.46 -1.16 -1.43
C 0.74 1.67 -0.57
O 1.26 2.68 -0.97
C 0.73 -0.91 1.52
O 1.22 -1.50 2.43
C 1.12 -0.98 -1.19
O 1.90 -1.56 -1.90
C -3.34 2.23 1.71
S -2.15 1.16 0.94
C -2.61 -0.39 1.93
O -2.64 1.34 -0.51
H -3.15 2.27 2.75
H -4.35 1.84 1.47
H -3.22 3.20 1.24
H -3.68 -0.33 2.12
H -2.38 -1.29 1.39
H -2.04 -0.33 2.87
*
```